No. 1
Computed, not measured: a cluster of 2 separate species, C2HFIN in total in a non-equilibrium geometry, with the ωB97M-V functional and the def2-TZVPD basis.

The geometry in ORCA input format:
```
! RIJCOSX wB97M-V def2-TZVPD def2/J DEFGRID3
* xyz 0 1
I 3.28 0.25 0.13
F 1.68 -1.40 -1.67
N 0.75 -2.64 1.17
C 1.83 -1.04 -0.45
C 1.29 -1.86 0.52
H -0.37 0.65 0.36
*
```

As for the relative energy (zero: lowest compared OMol25 entry of this formula, charge and spin): 4.081 eV. As for the LUMO energy (spin up / spin down): -0.33 / -1.46 eV. As for the HOMO-LUMO gap (spin up / spin down): 8.6 / 9.4 eV.

Mulliken population analysis, charges in e, atoms 1 to 5:
1 I 0.21
2 F -0.19
3 N -0.31
4 C -0.10
5 C 0.36

=====

No. 2
Computed, not measured: a cluster of 9 separate species, C26H64F6NO28S10 in total in a non-equilibrium geometry, with the ωB97M-V functional and the def2-TZVPD basis.

The geometry in ORCA input format:
```
! RIJCOSX wB97M-V def2-TZVPD def2/J DEFGRID3
* xyz -1 1
S -43.76 -0.50 -11.84
S -28.86 6.93 -9.21
S -33.09 -5.89 4.43
S -35.12 -2.44 -6.06
S -34.98 -15.33 -6.15
S -36.49 -4.62 -5.98
S -42.90 -13.83 -1.54
S -27.20 -9.35 -1.85
S -37.77 3.09 -0.43
S -21.46 -6.24 -6.74
F -33.84 -1.51 -3.79
F -38.57 -4.12 -4.44
F -38.63 -6.06 -5.42
F -32.55 -2.56 -5.15
F -37.20 -5.58 -3.75
F -33.17 -0.58 -5.65
O -33.49 -15.21 -6.16
O -31.73 -5.03 4.54
O -32.92 -7.13 5.17
O -39.12 3.56 -0.22
O -28.32 5.67 -8.74
O -37.13 3.86 -1.75
O -36.84 3.22 0.69
O -28.63 7.36 -10.57
O -36.06 -1.34 -6.37
O -35.48 -15.92 -7.59
O -27.49 -9.03 -0.44
O -22.82 -5.33 -6.77
O -44.23 -14.30 -1.89
O -44.81 -0.92 -10.94
O -35.51 -5.68 -6.17
O -26.09 -8.24 -2.42
O -43.73 0.81 -12.50
O -34.20 -4.98 4.79
O -20.62 -5.73 -7.80
O -43.50 -1.76 -12.79
O -42.07 -13.23 -2.58
O -28.23 8.07 -8.21
O -20.89 -6.24 -5.38
O -26.85 -10.72 -2.32
O -34.52 -3.00 -7.34
O -35.77 -15.88 -5.06
O -42.98 -12.81 -0.24
O -37.16 -4.15 -7.18
N -35.59 -3.42 -4.98
C -45.41 -3.34 -12.71
C -35.69 -13.58 -6.35
C -24.43 -3.94 -8.08
C -41.83 -12.25 0.32
C -36.83 5.96 -2.88
C -42.01 -15.20 -0.64
C -33.53 -1.70 -5.10
C -36.72 5.25 -1.56
C -43.84 -3.10 -12.58
C -25.96 -6.90 -1.97
C -22.13 -7.86 -7.24
C -42.26 -0.73 -10.74
C -30.61 7.08 -8.62
C -34.65 -16.65 -8.35
C -27.41 10.17 -7.62
C -29.41 -4.90 5.25
C -28.49 9.42 -8.41
C -30.43 -5.73 4.51
C -26.95 -5.92 -2.60
C -42.25 -11.02 1.06
C -35.38 -17.80 -8.92
C -33.01 -6.23 2.65
C -28.80 -8.88 -2.63
C -37.76 1.44 -0.99
C -23.23 -4.68 -7.99
C -37.86 -5.14 -4.81
H -28.49 -5.48 5.28
H -27.64 10.12 -6.56
H -23.13 -7.98 -6.83
H -36.30 5.34 -3.60
H -22.15 -7.84 -8.33
H -41.23 -0.61 -11.07
H -28.81 -9.05 -3.71
H -42.61 -15.50 0.22
H -37.24 5.97 -0.93
H -43.32 -3.73 -13.30
H -43.34 -3.40 -11.66
H -24.98 -6.41 -2.00
H -29.53 9.65 -8.20
H -29.26 -3.91 4.83
H -35.26 -13.24 -7.30
H -35.72 5.22 -1.12
H -31.15 7.75 -9.28
H -34.39 -15.88 -9.07
H -42.54 -10.20 0.40
H -29.01 -7.83 -2.42
H -42.49 -1.76 -10.47
H -23.38 -5.51 -8.68
H -29.57 -4.93 6.33
H -36.29 -17.47 -9.42
H -25.94 -6.76 -0.89
H -25.26 -4.59 -8.38
H -29.57 -9.51 -2.19
H -30.93 6.08 -8.91
H -33.92 -6.74 2.32
H -36.37 6.95 -2.88
H -41.35 -10.62 1.55
H -32.93 -5.31 2.06
H -32.27 -7.01 2.50
H -40.98 -14.87 -0.48
H -36.71 -13.89 -6.55
H -26.51 9.60 -7.89
H -27.89 -5.89 -2.04
H -42.02 -16.02 -1.36
H -30.08 -5.81 3.47
H -45.67 -2.63 -13.50
H -45.88 -3.13 -11.75
H -38.08 0.77 -0.19
H -35.54 -18.54 -8.14
H -24.66 -3.27 -7.25
H -33.82 -17.00 -7.73
H -24.47 -3.19 -8.87
H -28.42 9.60 -9.48
H -41.29 -12.90 1.01
H -27.43 11.22 -7.91
H -30.40 -6.73 4.94
H -26.59 -4.90 -2.52
H -30.63 7.20 -7.54
H -34.83 -18.39 -9.64
H -36.92 1.31 -1.66
H -45.72 -4.34 -13.02
H -42.35 0.11 -10.05
H -37.87 6.15 -3.16
H -21.36 -8.56 -6.92
H -41.11 -11.95 -0.45
H -43.02 -11.15 1.82
H -22.37 -4.12 -8.36
H -35.58 -12.92 -5.49
H -26.99 -6.29 -3.63
H -38.61 1.47 -1.67
*
```

As for the relative energy (zero: lowest compared OMol25 entry of this formula, charge and spin): 3.213 eV. As for the LUMO energy: 1.44 eV. As for the HOMO-LUMO gap: 7.7 eV.

Mulliken population analysis, charges in e, atoms 1 to 5:
1 S 1.13
2 S 1.13
3 S 1.14
4 S 0.99
5 S 1.07

=====

No. 3
Computed, not measured: a structure of composition C3H3FO2Rb in a non-equilibrium geometry, with the ωB97M-V functional and the def2-TZVPD basis.

The geometry in ORCA input format:
```
! RIJCOSX wB97M-V def2-TZVPD def2/J DEFGRID3
* xyz 1 1
Rb -1.21 0.50 1.39
F -2.99 0.91 3.81
O 1.76 0.35 -2.11
O 1.23 -1.67 -1.79
C 1.01 -0.42 -1.37
C 2.34 -0.38 -3.14
C 1.96 -1.67 -2.94
H -3.58 1.49 4.23
H 2.53 0.15 -4.07
H 3.09 -2.03 -2.93
*
```

As for the relative energy (zero: lowest compared OMol25 entry of this formula, charge and spin): 1.055 eV. As for the LUMO energy: -3.56 eV. As for the HOMO-LUMO gap: 9.7 eV.

Mulliken population analysis, charges in e, atoms 1 to 5:
1 Rb 0.98
2 F -0.40
3 O -0.26
4 O -0.18
5 C 0.08

=====

Q: Which of these has the lowest relative energy (zero: lowest compared OMol25 entry of this formula, charge and spin)?
A: C3H3FO2Rb

=====

Q: Among the records above, which one has the lowest relative energy (zero: lowest compared OMol25 entry of this formula, charge and spin)?
A: C3H3FO2Rb